*w*
Formula: C3H3Cl3
Source: the OMol25 dataset
Level of theory: ωB97M-V/def2-TZVPD

XYZ file:
```
9
C3H3Cl3 ωB97M-V/def2-TZVPD
C 0.85 -0.16 -0.35
C 1.63 -0.21 -2.47
C -0.41 0.38 -0.08
Cl 2.89 -1.23 -2.84
Cl 0.34 -0.24 -3.53
Cl -0.53 2.05 0.74
H 1.74 0.20 0.16
H -0.82 -0.30 0.68
H -1.10 0.40 -0.93
```


*x*
Formula: C3H3Cl3
Source: the OMol25 dataset
Level of theory: ωB97M-V/def2-TZVPD

XYZ file:
```
9
C3H3Cl3 ωB97M-V/def2-TZVPD
C -1.16 0.50 0.84
C -0.35 -0.06 0.03
C 1.03 -0.13 -0.56
Cl -1.04 -1.96 -0.94
Cl 2.16 -0.57 0.73
Cl 1.44 1.52 -1.10
H -2.15 0.14 0.97
H -1.08 1.32 1.55
H 1.15 -0.76 -1.51
```


*y*
Formula: C3H3Cl3
Source: the OMol25 dataset
Level of theory: ωB97M-V/def2-TZVPD

XYZ file:
```
9
C3H3Cl3 ωB97M-V/def2-TZVPD
C -0.78 0.53 0.06
C 0.19 -1.37 1.33
C 0.12 0.79 -0.99
Cl -0.90 -2.12 2.37
Cl 0.94 -2.57 0.32
Cl 0.88 2.52 -1.01
H -1.09 1.30 0.64
H -0.43 0.86 -1.89
H 1.07 0.06 -0.84
```


Quick look at relative energies in kJ/mol: *w* 347.5; *x* 0.0; *y* 444.3.